C2H15NO4 | wB97M-V/def2-TZVPD

Element x y z (Å)
C -0.82054 0.82161 0.90351
C -0.86060 -0.50630 1.63774
N -0.37199 -0.60243 3.06050
H -0.08871 1.51648 1.34583
H -0.44860 0.84864 -0.13683
H -1.74906 1.46947 0.94526
H -1.87907 -0.94433 1.55694
H -0.22934 -1.18970 1.10827
H 0.65129 -0.42437 2.91858
H -0.67167 0.29609 3.43192
O 3.90009 1.99355 3.59404
H 3.82653 2.04396 2.64090
H 4.10216 1.10561 3.89959
O -0.23348 -1.48180 -2.77553
H -0.50868 -1.68381 -3.67925
H -1.11156 -1.59286 -2.38743
O 1.74915 0.66796 -1.48400
H 1.54475 1.16665 -0.69604
H 1.08568 -0.00451 -1.66282
O -2.40076 -1.08220 -4.43835
H -3.27821 -1.47419 -4.40640
H -2.20738 -0.94353 -5.37642

Summary:
- gap between HOMO and LUMO (eV) = 10.320
- relative energy (zero: lowest compared OMol25 entry of this formula, charge and spin) (eV) = 1.5020
- DFT total energy (Ha) = -440.86877
- SMILES = CCN.O.O.O.O
- HOMO energy (eV) = -10.01
- lowest unoccupied orbital energy (Ha) = 0.0113

Atomic partial charges in e from the Löwdin method, atoms 1 to 5:
1. C -0.125
2. C -0.342
3. N -0.020
4. H 0.063
5. H 0.045